(1)
Density functional theory data (ωB97M-V/def2-TZVPD) for an isolated molecule of C3H10IPSi.

Last columns: bonded neighbours and bond lengths (Å).
CARTESIAN COORDINATES (ANGSTROEM)
1 Si 0.04127 -0.07082 0.05788  P2 2.278, C3 1.867, C10 1.904, C12 1.981
2 P 2.00443 -1.20969 -0.14222  Si1 2.278, H4 1.424, I5 2.595
3 C 0.56698 1.62185 0.64358  Si1 1.867, H6 1.201, H8 1.182, H16 1.035
4 H 1.61487 -1.80139 -1.37708  P2 1.424
5 I 3.89913 0.47096 -0.70649  P2 2.595
6 H 1.42102 2.08794 -0.05994  C3 1.201
7 H -0.72460 -2.10957 1.25967  C10 1.141
8 H -0.38840 2.31212 0.73269  C3 1.182
9 H -1.17512 -0.96280 -2.26564  C12 1.131
10 C -0.88346 -0.99480 1.44282  Si1 1.904, H7 1.141, H14 1.103, H15 1.107
11 H -2.32182 -0.10733 -1.21598  C12 1.200
12 C -1.15989 -0.11561 -1.51725  Si1 1.981, H9 1.131, H11 1.200, H13 1.147
13 H -1.20274 0.85588 -2.12556  C12 1.147
14 H -1.93738 -0.78969 1.19180  C10 1.103
15 H -0.77784 -0.73180 2.51254  C10 1.107
16 H 1.02354 1.54473 1.56918  C3 1.035

Computed properties:
- total energy (eV) = -28540.2279
- charge = 0
- relative energy (zero: lowest compared OMol25 entry of this formula, charge and spin) (kcal/mol) = 27.3
- Kohn-Sham gap (eV) = 8.177

=====

(2)
Density functional theory data (ωB97M-V/def2-TZVPD) for a cluster of 2 separate species, C3H10N in total.

Last columns: bonded neighbours and bond lengths (Å).
CARTESIAN COORDINATES (ANGSTROEM)
1 H 0.48037 -2.62520 0.78435  N9 1.022
2 C -1.53046 3.04110 -1.36199  H3 1.093, H6 1.091, H13 1.091, H14 1.085
3 H -1.50572 2.96729 -2.45267  C2 1.093
4 C 1.70994 -1.15898 1.16175  H5 1.088, H8 1.085, N9 1.272
5 H 2.40022 -1.89455 1.57015  C4 1.088
6 H -1.87101 2.06213 -1.02210  C2 1.091
7 H -1.12847 -0.54979 0.60019  C10 1.089
8 H 1.86358 -0.11951 1.43384  C4 1.085
9 N 0.63554 -1.62197 0.66336  H1 1.022, C4 1.272, C10 1.459
10 C -0.36885 -0.89074 -0.10215  H7 1.089, N9 1.459, H11 1.086, H12 1.084
11 H 0.01721 -0.02567 -0.63330  C10 1.086
12 H -0.86569 -1.44052 -0.89319  C10 1.084
13 H -0.54373 3.14170 -0.90781  C2 1.091
14 H -2.21462 3.86403 -1.18188  C2 1.085

Computed properties:
- total energy (eV) = -4755.1543
- charge = +1
- relative energy (zero: lowest compared OMol25 entry of this formula, charge and spin) (kcal/mol) = 39.5
- Kohn-Sham gap (eV) = 9.853

=====

(3)
Density functional theory data (ωB97M-V/def2-TZVPD) for a cluster of 2 separate species, C3H10N in total.

Last columns: bonded neighbours and bond lengths (Å).
CARTESIAN COORDINATES (ANGSTROEM)
1 H 0.00625 1.40183 -2.23191  C8 1.084
2 C 0.11566 0.08131 -0.52863  H3 1.145, H5 1.136, C8 1.520, N11 1.439
3 H -0.86576 -0.43902 -0.80627  C2 1.145
4 C 0.30607 -1.04911 1.63196  H6 1.109, H7 1.092, N11 1.454, H12 1.119
5 H 0.91366 -0.63430 -0.90362  C2 1.136
6 H 1.29368 -1.53136 1.48698  C4 1.109
7 H 0.27652 -0.74505 2.67987  C4 1.092
8 C 0.06134 1.46683 -1.15076  H1 1.084, C2 1.520, H10 1.100, H13 1.127
9 H -1.33828 -1.74835 -2.07743  no bonds
10 H -0.83295 1.99917 -0.79442  C8 1.100
11 N 0.24139 0.20528 0.89925  C2 1.439, C4 1.454, H14 1.010
12 H -0.50964 -1.79640 1.46094  C4 1.119
13 H 0.93515 2.12164 -0.87090  C8 1.127
14 H -0.60309 0.66754 1.20493  N11 1.010

Computed properties:
- total energy (eV) = -4749.9117
- charge = +1
- relative energy (zero: lowest compared OMol25 entry of this formula, charge and spin) (kcal/mol) = 160.3
- Kohn-Sham gap (eV) = 5.486

=====

(4)
Density functional theory data (ωB97M-V/def2-TZVPD) for a cluster of 2 separate species, C3H10N2 in total.

Last columns: bonded neighbours and bond lengths (Å).
CARTESIAN COORDINATES (ANGSTROEM)
1 N -0.64300 -0.22112 1.00502  C4 1.443, H10 1.019, H13 1.011
2 N -1.62315 0.68085 3.10245  C4 1.438, H6 1.009, H15 1.008
3 H 1.52038 -0.11055 -1.84595  C9 1.080
4 C -1.38482 -0.43363 2.22484  N1 1.443, N2 1.438, H7 1.094, H11 1.084
5 H 2.31457 -0.05253 -4.89931  C12 1.091
6 H -2.45321 1.20958 2.87993  N2 1.009
7 H -2.29332 -0.97255 1.93979  C4 1.094
8 H 2.69974 -1.41985 -3.81978  C12 1.096
9 C 1.71708 0.21734 -2.85652  H3 1.080, C12 1.315, H14 1.085
10 H 0.25230 0.25820 1.08752  N1 1.019
11 H -0.85133 -1.21269 2.75813  C4 1.084
12 C 2.25912 -0.41771 -3.87253  H5 1.091, H8 1.096, C9 1.315
13 H -1.17843 0.08307 0.20337  N1 1.011
14 H 1.41633 1.25662 -2.93681  C9 1.085
15 H -0.83751 1.30749 3.18507  N2 1.008

Computed properties:
- multiplicity = 2
- total energy (eV) = -6250.5979
- charge = -1
- relative energy (zero: lowest compared OMol25 entry of this formula, charge and spin) (kcal/mol) = 32.4
- Kohn-Sham gap (spin up / spin down) (eV) = 2.541 / 8.730

=====

(5)
Density functional theory data (ωB97M-V/def2-TZVPD) for an isolated molecule of C3H10N2.

Last columns: bonded neighbours and bond lengths (Å).
CARTESIAN COORDINATES (ANGSTROEM)
1 H -0.31662 -1.83918 0.18525  C14 1.090
2 H -0.41981 -0.87918 -1.32686  C14 1.095
3 H 0.89997 2.07609 -0.00814  N6 1.018
4 C 0.41727 0.13929 0.35042  N6 1.480, H9 1.095, C12 1.517, C14 1.531
5 H 2.55573 0.41580 0.58437  C12 1.097
6 N 0.09780 1.47734 -0.19423  H3 1.018, C4 1.480, H13 1.021
7 N -1.91988 -0.54259 0.19428  H10 1.010, C14 1.456, H15 1.013
8 H 2.06792 -0.31589 -0.95081  C12 1.096
9 H 0.11702 0.17317 1.40312  C4 1.095
10 H -2.61895 -1.03653 -0.34238  N7 1.010
11 H 2.07381 -1.26928 0.55622  C12 1.092
12 C 1.85445 -0.29105 0.12434  C4 1.517, H5 1.097, H8 1.096, H11 1.092
13 H 0.10349 1.40804 -1.21322  N6 1.021
14 C -0.57014 -0.86977 -0.24258  H1 1.090, H2 1.095, C4 1.531, N7 1.456
15 H -2.10381 0.45137 0.12309  N7 1.013

Computed properties:
- total energy (eV) = -6253.3410
- charge = 0
- relative energy (zero: lowest compared OMol25 entry of this formula, charge and spin) (kcal/mol) = 2.0
- Kohn-Sham gap (eV) = 10.229

=====

(6)
Density functional theory data (ωB97M-V/def2-TZVPD) for a cluster of 2 separate species, C3H10N2 in total.

Last columns: bonded neighbours and bond lengths (Å).
CARTESIAN COORDINATES (ANGSTROEM)
1 C -1.05381 1.73638 0.89408  H6 1.095, N7 1.461, H13 1.096, N15 1.435
2 H 2.41453 -1.32961 -1.12397  C9 1.085
3 H -0.07884 -3.06635 -1.49172  C11 1.081
4 H 0.34769 1.35342 2.31199  N7 1.008
5 H 1.08677 -2.88729 -0.02077  C11 1.082
6 H -1.73840 1.98428 1.71171  C1 1.095
7 N 0.31321 1.79674 1.40682  C1 1.461, H4 1.008, H12 1.017
8 H 1.60405 -1.50162 -2.67637  C9 1.083
9 C 1.50974 -1.67624 -1.61129  H2 1.085, H8 1.083, C11 1.324
10 H -1.91965 0.59653 -0.66223  N15 1.000
11 C 0.77938 -2.60876 -1.01990  H3 1.081, H5 1.082, C9 1.324
12 H 0.86001 1.21663 0.77520  N7 1.017
13 H -1.17613 2.53309 0.15172  C1 1.096
14 H -1.18285 -0.37325 0.54206  N15 1.002
15 N -1.36855 0.53806 0.16957  C1 1.435, H10 1.000, H14 1.002

Computed properties:
- total energy (eV) = -6251.8296
- charge = 0
- relative energy (zero: lowest compared OMol25 entry of this formula, charge and spin) (kcal/mol) = 36.9
- Kohn-Sham gap (eV) = 9.698

=====

(7)
Density functional theory data (ωB97M-V/def2-TZVPD) for a cluster of 2 separate species, C3H10N2 in total.

Last columns: bonded neighbours and bond lengths (Å).
CARTESIAN COORDINATES (ANGSTROEM)
1 H -1.87224 0.39565 -0.76000  C10 1.160
2 N 1.29977 1.32201 -0.12363  H4 1.030, C9 1.445, H13 1.018
3 H -1.26593 1.41900 0.66079  C10 1.180
4 H 2.21004 1.06413 -0.53034  N2 1.030
5 H 0.58055 -0.05075 -1.52779  C9 1.140
6 H -0.17651 1.63821 -1.61760  C9 1.100
7 H -0.52674 -2.16585 -0.74659  no bonds
8 C -0.63457 -0.80484 0.76450  C10 1.587, H11 1.153, H14 1.106, N15 1.409
9 C 0.20705 0.85602 -0.94661  N2 1.445, H5 1.140, H6 1.100, C10 1.520
10 C -0.96808 0.51995 -0.04352  H1 1.160, H3 1.180, C8 1.587, C9 1.520
11 H -0.25926 -1.53286 -0.04744  C8 1.153
12 H 1.06709 -1.50472 1.40066  N15 1.028
13 H 1.28706 0.64275 0.63483  N2 1.018
14 H -1.49000 -1.16991 1.36351  C8 1.106
15 N 0.54177 -0.62879 1.51924  C8 1.409, H12 1.028

Computed properties:
- total energy (eV) = -6247.0364
- charge = 0
- relative energy (zero: lowest compared OMol25 entry of this formula, charge and spin) (kcal/mol) = 147.4
- Kohn-Sham gap (eV) = 6.339

=====

(8)
Density functional theory data (ωB97M-V/def2-TZVPD) for an isolated molecule of C3H10N2.

Last columns: bonded neighbours and bond lengths (Å).
CARTESIAN COORDINATES (ANGSTROEM)
1 H 2.65352 -0.58300 0.02896  C11 1.311
2 H -1.84117 1.11726 1.34848  N14 0.989
3 H 0.62228 -1.07897 -1.18071  N9 1.009
4 C 0.10534 0.26904 0.15042  C8 1.567, N9 1.463, H12 1.180, H15 1.085
5 H -1.68175 -0.56480 -0.70549  C8 1.155
6 H -1.09247 -1.61352 0.62568  C8 1.164
7 H 2.82190 -0.07978 -1.83746  C11 1.131
8 C -1.24836 -0.49086 0.36260  C4 1.567, H5 1.155, H6 1.164, N14 1.434
9 N 0.76662 -0.08275 -1.10647  H3 1.009, C4 1.463, C11 1.478
10 H 2.62467 1.27133 -0.67393  C11 1.183
11 C 2.20747 0.19363 -0.92803  H1 1.311, H7 1.131, N9 1.478, H10 1.183
12 H 0.82216 0.09373 1.07063  C4 1.180
13 H -2.98437 -0.10860 1.31800  N14 1.084
14 N -1.93749 0.13858 1.45191  H2 0.989, C8 1.434, H13 1.084
15 H -0.13536 1.32471 0.07783  C4 1.085

Computed properties:
- total energy (eV) = -6251.5508
- charge = 0
- relative energy (zero: lowest compared OMol25 entry of this formula, charge and spin) (kcal/mol) = 43.3
- Kohn-Sham gap (eV) = 10.298

=====

(9)
Density functional theory data (ωB97M-V/def2-TZVPD) for a cluster of 2 separate species, C3H10N2 in total.

Last columns: bonded neighbours and bond lengths (Å).
CARTESIAN COORDINATES (ANGSTROEM)
1 H -0.53701 3.44290 3.02966  N8 1.009
2 C -0.25639 -2.05284 -1.86827  H9 1.092, C11 1.331, N13 1.383
3 H -0.32457 2.22475 0.69482  C6 1.094
4 H -1.38125 -1.53848 -0.19368  N13 1.005
5 H -1.23146 1.59775 2.00222  C6 1.088
6 C -0.21850 1.88728 1.72982  H3 1.094, H5 1.088, N8 1.450, H10 1.086
7 H 0.89951 3.56486 2.24494  N8 1.007
8 N 0.23356 2.92112 2.64025  H1 1.009, C6 1.450, H7 1.007
9 H -1.02241 -2.50674 -2.50026  C2 1.092
10 H 0.40628 1.00110 1.78686  C6 1.086
11 C 1.01760 -2.24900 -2.19991  C2 1.331, H12 1.080, H14 1.087
12 H 1.30673 -2.86995 -3.03455  C11 1.080
13 N -0.70340 -1.21606 -0.86173  C2 1.383, H4 1.005, H15 1.004
14 H 1.80612 -1.75954 -1.63317  C11 1.087
15 H -0.07603 -0.50284 -0.53654  N13 1.004

Computed properties:
- total energy (eV) = -6252.2418
- charge = 0
- relative energy (zero: lowest compared OMol25 entry of this formula, charge and spin) (kcal/mol) = 27.4
- Kohn-Sham gap (eV) = 9.368

=====

(10)
Density functional theory data (ωB97M-V/def2-TZVPD) for a cluster of 2 separate species, C3H10N2 in total.

Last columns: bonded neighbours and bond lengths (Å).
CARTESIAN COORDINATES (ANGSTROEM)
1 H -0.32036 -0.77638 -2.15984  C15 1.094
2 H 1.00395 0.63948 2.30931  N6 1.022
3 H -1.55261 -1.42908 -0.23769  C14 1.094
4 H -1.57305 0.33260 -0.29625  C14 1.094
5 H 1.09520 1.21575 -2.15215  N9 1.012
6 N 0.31557 0.68691 1.55509  H2 1.022, C10 1.393
7 H -0.79890 -1.08679 2.05203  C10 1.094
8 H 0.67151 1.48201 -0.59215  N9 1.013
9 N 0.40044 1.00923 -1.44633  H5 1.012, H8 1.013, C15 1.467
10 C -0.26215 -0.54776 1.26601  N6 1.393, H7 1.094, H13 1.216, C14 1.544
11 H 0.65117 -2.01307 0.83857  no bonds
12 H 1.04928 -0.99175 -1.04125  C15 1.092
13 H 0.94309 -0.56206 1.10575  C10 1.216
14 C -0.93039 -0.53602 -0.12586  H3 1.094, H4 1.094, C10 1.544, C15 1.545
15 C 0.14014 -0.41888 -1.23398  H1 1.094, N9 1.467, H12 1.092, C14 1.545

Computed properties:
- total energy (eV) = -6247.5969
- charge = 0
- relative energy (zero: lowest compared OMol25 entry of this formula, charge and spin) (kcal/mol) = 134.5
- Kohn-Sham gap (eV) = 8.474

=====

(11)
Density functional theory data (ωB97M-V/def2-TZVPD) for an isolated molecule of C3H10N2.

Last columns: bonded neighbours and bond lengths (Å).
CARTESIAN COORDINATES (ANGSTROEM)
1 C 0.01925 -1.36918 -0.41029  N2 1.461, H8 1.091, H11 1.088, C14 1.526
2 N -0.57770 -1.56274 -1.72981  C1 1.461, H3 1.011, H10 1.007
3 H 0.03538 -1.97675 -2.41928  N2 1.011
4 H -1.08177 0.45332 -0.48768  C14 1.099
5 H -1.02911 -0.33243 1.13671  C14 1.092
6 N 0.67784 0.73077 0.68956  H7 1.018, C9 1.469, C14 1.460
7 H 1.26866 0.91662 -0.11810  N6 1.018
8 H -0.25292 -2.22895 0.20449  C1 1.091
9 C 0.27110 2.02082 1.26327  N6 1.469, H12 1.096, H13 1.089, H15 1.082
10 H -1.07900 -0.78752 -2.13157  N2 1.007
11 H 1.10379 -1.40034 -0.49299  C1 1.088
12 H -0.81797 2.13867 1.24538  C9 1.096
13 H 0.58855 2.11805 2.30061  C9 1.089
14 C -0.45478 -0.07479 0.24383  C1 1.526, H4 1.099, H5 1.092, N6 1.460
15 H 0.65192 2.84636 0.67675  C9 1.082

Computed properties:
- total energy (eV) = -6252.5770
- charge = 0
- relative energy (zero: lowest compared OMol25 entry of this formula, charge and spin) (kcal/mol) = 19.6
- Kohn-Sham gap (eV) = 9.977

=====

(12)
Density functional theory data (ωB97M-V/def2-TZVPD) for the ion C3H10N2 with charge +1.

Last columns: bonded neighbours and bond lengths (Å).
CARTESIAN COORDINATES (ANGSTROEM)
1 H 2.02160 1.21257 1.50754  N9 1.021
2 H 0.02460 -0.27785 -1.75439  C6 1.101
3 H 0.30260 -1.58195 0.09964  C4 1.086
4 C -0.52054 -0.87428 0.12497  H3 1.086, C6 1.546, N8 1.438, H15 1.126
5 H 1.43048 1.75769 -0.86341  C10 1.095
6 C -0.15370 0.28757 -0.82692  H2 1.101, C4 1.546, C10 1.497, H13 1.088
7 H -2.04286 -2.08793 0.61842  N8 1.034
8 N -1.75957 -1.52657 -0.20185  C4 1.438, H7 1.034, H11 1.030
9 N 1.14759 0.88015 1.09832  H1 1.021, C10 1.488, H14 1.018
10 C 1.18131 0.80389 -0.38729  H5 1.095, C6 1.497, N9 1.488, H12 1.093
11 H -2.55535 -0.87792 -0.12172  N8 1.030
12 H 2.03437 0.16455 -0.62676  C10 1.093
13 H -0.94268 0.95672 -1.16222  C6 1.088
14 H 0.44729 1.57506 1.34877  N9 1.018
15 H -0.61515 -0.41171 1.14688  C4 1.126

Computed properties:
- multiplicity = 2
- total energy (eV) = -6243.7414
- charge = +1
- relative energy (zero: lowest compared OMol25 entry of this formula, charge and spin) (kcal/mol) = 25.1
- Kohn-Sham gap (spin up / spin down) (eV) = 12.613 / 5.363

=====

Please write out number 7 again, unchanged.
Density functional theory data (ωB97M-V/def2-TZVPD) for a cluster of 2 separate species, C3H10N2 in total.

Last columns: bonded neighbours and bond lengths (Å).
CARTESIAN COORDINATES (ANGSTROEM)
1 H -1.87224 0.39565 -0.76000  C10 1.160
2 N 1.29977 1.32201 -0.12363  H4 1.030, C9 1.445, H13 1.018
3 H -1.26593 1.41900 0.66079  C10 1.180
4 H 2.21004 1.06413 -0.53034  N2 1.030
5 H 0.58055 -0.05075 -1.52779  C9 1.140
6 H -0.17651 1.63821 -1.61760  C9 1.100
7 H -0.52674 -2.16585 -0.74659  no bonds
8 C -0.63457 -0.80484 0.76450  C10 1.587, H11 1.153, H14 1.106, N15 1.409
9 C 0.20705 0.85602 -0.94661  N2 1.445, H5 1.140, H6 1.100, C10 1.520
10 C -0.96808 0.51995 -0.04352  H1 1.160, H3 1.180, C8 1.587, C9 1.520
11 H -0.25926 -1.53286 -0.04744  C8 1.153
12 H 1.06709 -1.50472 1.40066  N15 1.028
13 H 1.28706 0.64275 0.63483  N2 1.018
14 H -1.49000 -1.16991 1.36351  C8 1.106
15 N 0.54177 -0.62879 1.51924  C8 1.409, H12 1.028

Computed properties:
- total energy (eV) = -6247.0364
- charge = 0
- relative energy (zero: lowest compared OMol25 entry of this formula, charge and spin) (kcal/mol) = 147.4
- Kohn-Sham gap (eV) = 6.339